{
  "formula": "C3H7BrF2N",
  "method": "ωB97M-V/def2-TZVPD",
  "elements": ["C", "C", "C", "N", "F", "F", "Br", "H", "H", "H", "H", "H", "H", "H"],
  "coordinates": [[-0.397404, 0.475958, -1.225105], [0.373194, 0.559993, 0.053367], [1.474209, -1.148200, -2.936855], [-0.081350, -0.490159, 1.009505], [0.594705, -2.196815, -3.045370], [1.952940, -0.877212, -4.112984], [2.672372, -1.521694, -1.545249], [-0.387792, 1.343438, -1.944314], [-1.336617, -0.071010, -1.157680], [1.447447, 0.476372, -0.114132], [0.035849, 1.486232, 0.400817], [-1.014552, -0.687690, 0.801961], [0.087023, -0.087417, 1.890465], [0.669453, -1.308390, 0.961940]],
  "atomic_forces_ev_per_a": [[-0.126, 0.403, -0.959], [-0.207, -0.544, -2.391], [-1.954, -1.563, -0.198], [5.049, -1.251, -1.069], [0.772, 1.320, 0.003], [0.239, 0.213, 0.240], [0.738, 0.047, 0.279], [0.204, -1.153, 0.985], [0.091, -0.026, -0.411], [-0.049, 0.275, 0.360], [0.199, 1.655, 1.328], [-1.910, -1.134, 0.088], [-0.475, 0.348, 1.943], [-2.572, 1.409, -0.201]],
  "e_lumo_ha": [-0.159, -0.156],
  "homo_ev": [-12.88, -13.41],
  "total_charge": 1,
  "relative_energy_kj_mol": 329.9,
  "e_tot_ha": -2946.589709,
  "gap_ev": [8.54, 9.16],
  "multiplicity": 1
}

=====

{
  "formula": "C3H7BrNNaO",
  "method": "ωB97M-V/def2-TZVPD",
  "elements": ["Na", "Br", "C", "O", "N", "C", "C", "H", "H", "H", "H", "H", "H", "H"],
  "coordinates": [[4.881070, 3.825160, -39.574730], [3.381480, 3.564190, -37.082230], [6.836300, 2.119360, -37.245830], [6.986270, 2.747090, -38.304060], [7.765160, 1.132840, -36.873740], [7.807540, 0.804820, -35.364720], [8.931700, 0.837850, -37.735100], [6.035300, 2.341980, -36.524000], [6.853090, 0.869570, -34.842280], [8.571460, 1.362740, -34.823200], [8.101610, -0.213740, -35.111420], [9.424980, -0.119270, -37.565680], [8.661870, 0.575770, -38.758140], [9.626010, 1.677410, -37.769430]],
  "atomic_forces_ev_per_a": [[0.654, -0.237, 0.215], [-0.131, 0.037, 0.063], [3.089, -1.268, -0.389], [-1.392, -0.126, 0.221], [-1.687, 0.731, 1.804], [0.569, -0.500, -0.798], [-0.372, -0.186, -0.528], [0.244, -0.336, -0.043], [-0.186, 0.633, -0.570], [-0.176, 0.648, -0.323], [0.025, -0.345, -0.986], [0.051, 0.250, 1.379], [-0.775, 0.871, -0.174], [0.088, -0.171, 0.129]],
  "e_lumo_ha": [-0.153, -0.300],
  "homo_ev": [-12.82, -12.82],
  "total_charge": 1,
  "e_tot_ha": -2984.568899,
  "gap_ev": [8.65, 4.65],
  "multiplicity": 2
}